P.
Formula: C52H143N13O13
Source: the Open Molecules 2025 dataset
Level of theory: the ωB97M-V functional and the def2-TZVPD basis

Computed properties:
- Kohn-Sham gap (eV) = 8.81

Last column: Mulliken charge in e.
Atoms and positions in Å:
1 C -23.231 21.105 22.205  -0.682
2 C -23.791 19.702 22.415  2.887
3 C -23.078 18.922 23.491  -1.329
4 O -23.557 17.586 23.543  -0.446
5 C -22.890 16.829 24.537  -0.651
6 N -25.211 19.794 22.719  -0.884
7 H -23.865 21.694 21.550  -0.496
8 H -22.202 21.010 21.851  0.119
9 H -23.228 21.583 23.190  0.556
10 H -23.612 19.156 21.473  -1.241
11 H -23.273 19.434 24.445  0.739
12 H -21.992 18.904 23.343  0.358
13 H -23.099 17.274 25.511  0.373
14 H -21.805 16.870 24.368  0.116
15 H -23.173 15.788 24.415  0.260
16 H -25.659 18.884 22.837  0.467
17 H -25.694 19.994 21.830  -0.041
18 C -23.400 28.172 20.905  -1.172
19 C -24.608 27.999 19.987  0.679
20 C -25.156 26.575 20.033  -0.988
21 O -24.145 25.697 19.624  -0.217
22 C -24.569 24.357 19.423  -0.453
23 N -25.638 28.922 20.449  -0.716
24 H -22.535 27.622 20.539  0.080
25 H -23.602 27.900 21.942  0.306
26 H -23.140 29.234 20.949  0.447
27 H -24.277 28.109 18.947  0.174
28 H -26.049 26.517 19.390  0.356
29 H -25.578 26.340 21.020  0.351
30 H -23.674 23.846 19.062  -0.210
31 H -25.317 24.356 18.625  0.539
32 H -24.902 23.865 20.339  0.288
33 H -25.363 29.886 20.277  0.260
34 H -26.475 28.854 19.871  0.262
35 C -16.533 24.055 21.679  -1.421
36 C -17.266 23.938 20.344  1.354
37 C -16.546 24.772 19.308  -1.236
38 O -15.246 24.233 19.065  -0.329
39 C -14.635 24.905 18.001  -0.781
40 N -17.280 22.513 19.956  -0.307
41 H -16.434 25.075 22.045  0.417
42 H -15.540 23.604 21.578  0.386
43 H -16.930 23.427 22.476  0.079
44 H -18.289 24.309 20.445  -0.626
45 H -16.467 25.806 19.672  0.591
46 H -17.044 24.884 18.338  0.554
47 H -14.581 25.988 18.186  0.324
48 H -15.155 24.739 17.052  0.254
49 H -13.581 24.645 17.897  0.268
50 H -17.750 22.453 19.050  -0.294
51 H -16.327 22.354 19.611  0.437
52 C -26.814 12.302 14.653  -1.550
53 C -25.850 12.611 15.797  0.504
54 C -24.747 13.586 15.472  -0.415
55 O -23.787 13.530 16.514  -0.410
56 C -22.730 14.452 16.276  -0.198
57 N -26.619 12.877 17.013  -0.759
58 H -27.368 13.201 14.368  0.267
59 H -27.531 11.521 14.910  0.389
60 H -26.339 11.841 13.782  0.419
61 H -25.406 11.617 15.950  0.218
62 H -25.056 14.612 15.223  0.128
63 H -24.240 13.314 14.530  0.512
64 H -22.251 14.188 15.329  0.460
65 H -22.102 14.415 17.161  0.215
66 H -23.120 15.472 16.175  0.031
67 H -25.994 13.161 17.760  0.358
68 H -27.207 13.690 16.774  0.282
69 C -21.003 21.498 18.999  -0.079
70 C -21.469 20.151 19.575  2.213
71 C -21.455 19.035 18.537  2.642
72 O -22.237 19.403 17.405  -0.405
73 C -22.230 18.400 16.418  -0.257
74 N -20.617 19.786 20.722  1.150
75 H -21.759 21.979 18.369  0.012
76 H -20.141 21.368 18.341  -0.852
77 H -20.829 22.178 19.831  -0.556
78 H -22.502 20.232 19.933  -0.612
79 H -21.767 18.071 18.956  -0.120
80 H -20.433 18.830 18.186  -0.990
81 H -23.112 18.524 15.788  -0.091
82 H -22.150 17.365 16.762  -0.116
83 H -21.361 18.581 15.769  0.097
84 H -19.683 19.601 20.320  -0.656
85 H -20.466 20.665 21.217  -1.661
86 C -20.903 15.848 19.103  0.893
87 C -21.294 15.952 20.586  0.145
88 C -20.043 16.146 21.434  0.285
89 O -19.202 14.998 21.428  -0.413
90 C -18.685 14.688 22.709  -0.751
91 N -22.170 17.117 20.706  0.626
92 H -20.450 16.783 18.773  -0.948
93 H -21.809 15.636 18.527  -1.252
94 H -20.263 14.995 18.870  0.895
95 H -21.821 15.070 20.953  0.658
96 H -20.358 16.342 22.466  0.121
97 H -19.489 17.015 21.055  -0.347
98 H -17.990 15.498 22.980  0.290
99 H -18.034 13.824 22.608  0.307
100 H -19.440 14.648 23.496  0.286
101 H -22.534 17.248 21.648  0.548
102 H -21.593 17.937 20.506  -1.423
103 C -15.161 16.635 15.675  -1.272
104 C -16.156 16.123 14.635  0.835
105 C -16.301 17.045 13.407  -0.967
106 O -16.963 18.260 13.726  -0.278
107 C -18.360 18.227 13.843  -0.701
108 N -15.695 14.793 14.166  -0.786
109 H -14.143 16.770 15.305  0.434
110 H -15.176 15.936 16.509  0.315
111 H -15.454 17.617 16.052  0.205
112 H -17.125 16.011 15.124  0.092
113 H -16.851 16.597 12.575  0.408
114 H -15.280 17.283 13.109  0.311
115 H -18.807 17.725 12.975  0.432
116 H -18.705 19.256 13.932  0.200
117 H -18.718 17.685 14.731  0.200
118 H -14.847 14.966 13.624  0.306
119 H -16.338 14.502 13.430  0.289
120 C -20.526 21.081 24.405  -1.509
121 C -19.211 21.627 23.816  1.159
122 C -18.110 20.605 23.524  -0.447
123 O -17.302 20.212 24.613  -0.527
124 C -18.021 19.615 25.666  -0.663
125 N -19.550 22.315 22.564  1.069
126 H -21.367 21.771 24.340  0.400
127 H -20.407 20.664 25.404  0.461
128 H -20.836 20.255 23.753  -0.004
129 H -18.820 22.313 24.578  0.439
130 H -17.425 21.034 22.785  0.090
131 H -18.447 19.706 22.986  0.102
132 H -18.414 20.369 26.353  0.280
133 H -17.339 18.991 26.244  0.301
134 H -18.828 18.963 25.320  0.178
135 H -19.793 23.298 22.678  -0.580
136 H -18.795 22.192 21.898  -0.950
137 C -27.272 21.831 20.063  -1.458
138 C -26.904 20.566 19.264  0.139
139 C -25.525 20.773 18.657  1.025
140 O -25.496 21.832 17.696  -0.550
141 C -24.248 21.763 17.046  -0.026
142 N -26.776 19.455 20.233  -0.271
143 H -27.360 22.632 19.326  0.359
144 H -26.490 22.015 20.797  0.248
145 H -28.230 21.783 20.582  0.435
146 H -27.585 20.259 18.465  0.508
147 H -25.215 19.845 18.166  -0.082
148 H -24.786 20.964 19.445  -0.561
149 H -24.057 22.764 16.652  0.350
150 H -24.146 21.067 16.204  0.171
151 H -23.430 21.504 17.719  -0.222
152 H -26.593 18.576 19.742  -0.201
153 H -27.695 19.302 20.642  0.361
154 C -18.462 25.397 24.226  -0.880
155 C -18.819 26.470 23.192  1.180
156 C -20.193 26.273 22.577  -0.932
157 O -20.245 25.109 21.757  -0.119
158 C -21.513 24.918 21.148  -0.101
159 N -18.732 27.772 23.862  -0.775
160 H -17.509 25.624 24.701  0.345
161 H -18.448 24.397 23.805  -0.295
162 H -19.236 25.402 25.000  0.441
163 H -18.090 26.438 22.382  -0.217
164 H -20.420 27.137 21.935  0.276
165 H -21.023 26.277 23.296  0.441
166 H -22.315 25.268 21.801  0.517
167 H -21.618 23.880 20.845  -0.757
168 H -21.571 25.526 20.239  0.307
169 H -19.483 27.789 24.555  0.306
170 H -18.993 28.547 23.258  0.294
171 C -24.324 20.047 11.033  -1.345
172 C -23.303 20.524 12.074  0.341
173 C -23.668 21.892 12.643  -0.681
174 O -22.589 22.471 13.334  -0.244
175 C -22.764 23.775 13.828  -0.797
176 N -23.241 19.516 13.143  -0.539
177 H -24.823 20.836 10.470  0.361
178 H -25.040 19.360 11.486  0.326
179 H -23.844 19.418 10.279  0.324
180 H -22.350 20.602 11.548  0.263
181 H -24.584 21.846 13.247  0.290
182 H -23.892 22.574 11.805  0.494
183 H -22.642 24.517 13.034  0.301
184 H -21.960 23.926 14.547  0.225
185 H -23.720 23.898 14.344  0.357
186 H -22.682 19.993 13.849  0.143
187 H -24.136 19.276 13.548  0.221
188 C -28.399 16.223 18.658  -1.443
189 C -27.686 16.473 17.317  0.203
190 C -26.164 16.451 17.457  -0.540
191 O -25.747 17.369 18.441  -0.151
192 C -24.371 17.215 18.770  -0.075
193 N -28.129 15.487 16.318  -0.507
194 H -28.442 15.176 18.953  0.352
195 H -29.412 16.629 18.615  0.414
196 H -27.872 16.818 19.403  0.288
197 H -28.037 17.458 16.985  0.317
198 H -25.768 16.756 16.480  0.045
199 H -25.823 15.443 17.698  0.133
200 H -24.181 16.233 19.207  0.759
201 H -24.041 18.009 19.437  -0.617
202 H -23.805 17.354 17.839  0.056
203 H -27.949 15.865 15.388  0.258
204 H -29.146 15.493 16.357  0.232
205 C -17.493 17.437 18.554  -0.750
206 C -16.976 18.878 18.558  0.286
207 C -17.469 19.671 17.364  0.505
208 O -16.927 20.980 17.365  -0.297
209 C -17.347 21.748 16.264  -0.545
210 N -17.628 19.425 19.785  0.222
211 H -17.350 16.945 19.517  0.474
212 H -17.100 16.788 17.768  0.067
213 H -18.581 17.440 18.470  -0.306
214 H -15.889 18.942 18.674  0.560
215 H -18.555 19.783 17.481  -0.368
216 H -17.279 19.187 16.400  -0.141
217 H -18.437 21.901 16.276  0.242
218 H -17.050 21.278 15.323  0.336
219 H -16.941 22.751 16.392  0.057
220 H -17.249 18.975 20.608  0.217
221 H -17.443 20.435 19.817  -0.252

Q.
Formula: C52H143N13O13
Source: the Open Molecules 2025 dataset
Level of theory: the ωB97M-V functional and the def2-TZVPD basis

Computed properties:
- Kohn-Sham gap (eV) = 9.05

Last column: Mulliken charge in e.
Atoms and positions in Å:
1 C 29.531 16.492 -9.099  -1.287
2 C 28.717 17.595 -8.392  0.752
3 C 28.064 17.082 -7.046  -0.728
4 O 27.256 15.976 -7.344  0.277
5 C 26.646 15.451 -6.167  -1.300
6 N 29.481 18.810 -8.126  -0.764
7 H 28.801 15.921 -9.671  0.247
8 H 29.974 15.767 -8.416  0.234
9 H 30.324 16.882 -9.738  0.418
10 H 28.006 17.941 -9.142  0.064
11 H 27.374 17.854 -6.706  0.213
12 H 28.831 16.801 -6.325  0.303
13 H 25.790 16.079 -5.920  0.532
14 H 27.208 15.476 -5.233  0.360
15 H 26.386 14.394 -6.216  0.273
16 H 28.932 19.459 -7.580  0.185
17 H 29.815 19.262 -8.965  0.307
18 C 12.998 17.118 -2.630  -1.662
19 C 14.309 16.304 -2.892  0.531
20 C 14.712 16.028 -4.405  -0.608
21 O 15.875 15.148 -4.612  0.122
22 C 16.019 14.693 -5.913  0.551
23 N 15.424 17.046 -2.281  -0.728
24 H 13.129 18.149 -2.957  0.365
25 H 12.734 17.094 -1.573  0.469
26 H 12.152 16.631 -3.114  0.369
27 H 14.203 15.333 -2.407  0.108
28 H 14.785 16.985 -4.922  0.073
29 H 13.940 15.455 -4.919  0.421
30 H 15.753 15.490 -6.608  -0.237
31 H 15.428 13.788 -6.057  0.291
32 H 17.099 14.613 -6.037  -0.519
33 H 16.297 16.543 -2.349  0.089
34 H 15.177 17.059 -1.302  0.251
35 C 23.541 21.352 -6.002  -1.913
36 C 22.252 21.525 -5.150  1.463
37 C 22.412 22.053 -3.704  -1.076
38 O 23.233 21.174 -2.928  -0.282
39 C 23.484 21.630 -1.582  -0.818
40 N 21.379 22.420 -5.840  -0.647
41 H 24.289 20.700 -5.552  0.389
42 H 24.042 22.315 -6.095  0.563
43 H 23.289 21.099 -7.032  0.421
44 H 21.713 20.590 -4.995  -0.387
45 H 21.427 22.228 -3.271  0.428
46 H 22.778 23.079 -3.739  0.419
47 H 24.191 20.933 -1.132  0.230
48 H 22.528 21.560 -1.063  0.335
49 H 23.924 22.626 -1.542  0.316
50 H 21.829 23.319 -5.940  0.287
51 H 20.591 22.625 -5.243  0.317
52 C 25.963 12.249 -11.155  -1.320
53 C 26.574 12.623 -9.797  1.185
54 C 27.897 11.885 -9.500  -0.740
55 O 27.710 10.449 -9.458  -0.341
56 C 28.921 9.790 -9.208  -0.755
57 N 26.776 14.088 -9.800  -0.478
58 H 25.140 12.867 -11.516  0.091
59 H 25.541 11.245 -11.108  0.443
60 H 26.725 12.156 -11.927  0.338
61 H 25.755 12.328 -9.142  -0.282
62 H 28.161 12.170 -8.481  0.408
63 H 28.731 12.171 -10.141  0.416
64 H 29.408 9.656 -10.174  0.276
65 H 28.750 8.810 -8.763  0.234
66 H 29.495 10.390 -8.502  0.337
67 H 27.219 14.355 -8.933  0.107
68 H 25.849 14.480 -9.713  0.081
69 C 28.958 22.206 -4.914  -1.574
70 C 29.503 22.018 -6.288  0.908
71 C 28.401 21.945 -7.355  -1.230
72 O 27.587 20.772 -7.305  -0.123
73 C 26.444 20.784 -8.170  -0.632
74 N 30.456 23.082 -6.578  -0.783
75 H 29.776 22.029 -4.216  0.423
76 H 28.166 21.486 -4.705  0.329
77 H 28.513 23.188 -4.754  0.357
78 H 30.224 21.202 -6.266  0.330
79 H 28.844 22.002 -8.349  0.298
80 H 27.750 22.817 -7.315  0.500
81 H 25.873 21.708 -8.078  0.468
82 H 25.830 19.900 -7.996  -0.124
83 H 26.824 20.800 -9.191  0.408
84 H 31.069 23.347 -5.821  0.244
85 H 31.041 22.772 -7.341  0.260
86 C 19.128 19.650 -5.585  -0.378
87 C 18.412 20.491 -6.663  0.300
88 C 18.051 19.796 -8.001  -0.232
89 O 17.542 20.790 -8.923  -0.521
90 C 17.117 20.259 -10.140  -0.247
91 N 17.182 21.053 -6.062  -0.782
92 H 19.466 20.329 -4.802  0.367
93 H 19.976 19.131 -6.033  -0.527
94 H 18.527 18.773 -5.348  0.215
95 H 19.098 21.314 -6.865  0.271
96 H 17.284 19.054 -7.780  -0.037
97 H 19.002 19.451 -8.408  0.434
98 H 17.895 19.679 -10.636  0.266
99 H 16.777 20.993 -10.871  0.308
100 H 16.348 19.518 -9.922  -0.108
101 H 16.550 20.966 -6.845  0.426
102 H 16.830 20.296 -5.494  0.294
103 C 18.264 13.517 -14.101  -1.600
104 C 18.252 14.325 -12.807  0.524
105 C 18.745 13.623 -11.550  -0.396
106 O 20.172 13.306 -11.621  -0.504
107 C 20.685 12.472 -10.548  -0.562
108 N 19.101 15.532 -13.019  -0.744
109 H 17.703 12.583 -14.088  0.375
110 H 19.287 13.394 -14.457  0.299
111 H 17.874 14.129 -14.913  0.426
112 H 17.235 14.648 -12.582  0.150
113 H 18.199 12.681 -11.499  0.521
114 H 18.466 14.064 -10.593  0.111
115 H 21.760 12.434 -10.719  0.221
116 H 20.328 11.442 -10.532  0.382
117 H 20.615 12.926 -9.559  -0.001
118 H 19.356 15.833 -12.089  0.140
119 H 19.989 15.255 -13.413  0.539
120 C 22.775 17.913 -7.317  -1.513
121 C 22.697 16.401 -7.528  1.341
122 C 21.367 15.889 -8.131  -0.295
123 O 20.287 16.332 -7.292  0.590
124 C 19.005 16.153 -7.953  -0.223
125 N 23.925 15.997 -8.196  0.628
126 H 22.558 18.459 -8.235  0.170
127 H 23.794 18.215 -7.077  0.279
128 H 22.194 18.215 -6.446  0.151
129 H 22.720 16.098 -6.481  -0.835
130 H 21.268 14.817 -8.303  -0.422
131 H 21.284 16.329 -9.124  0.124
132 H 19.044 16.415 -9.010  0.219
133 H 18.292 16.805 -7.449  -0.141
134 H 18.862 15.079 -7.829  0.035
135 H 24.055 16.444 -9.092  -0.029
136 H 24.746 16.197 -7.643  -0.230
137 C 15.798 12.217 -2.387  -1.347
138 C 16.000 11.491 -3.694  0.471
139 C 17.340 11.897 -4.317  -0.421
140 O 17.340 11.709 -5.740  -0.454
141 C 18.653 11.787 -6.306  -0.338
142 N 15.851 10.055 -3.429  -0.730
143 H 14.858 11.814 -2.009  0.433
144 H 15.656 13.296 -2.448  0.085
145 H 16.626 12.117 -1.686  0.320
146 H 15.239 11.903 -4.356  0.167
147 H 18.142 11.270 -3.927  0.794
148 H 17.545 12.938 -4.068  -0.108
149 H 19.238 10.956 -5.914  0.089
150 H 19.170 12.746 -6.268  0.057
151 H 18.652 11.580 -7.376  0.357
152 H 14.928 10.000 -3.023  0.280
153 H 15.718 9.547 -4.292  0.269
154 C 23.385 14.459 -3.997  -1.257
155 C 21.992 14.472 -3.259  0.509
156 C 20.924 15.477 -3.761  -0.378
157 O 19.761 15.273 -3.019  -0.507
158 C 19.010 16.460 -2.923  -0.231
159 N 21.353 13.140 -3.273  -0.594
160 H 23.304 14.372 -5.081  -0.012
161 H 24.108 13.775 -3.553  0.408
162 H 23.842 15.446 -3.929  0.586
163 H 22.154 14.718 -2.210  0.253
164 H 20.748 15.229 -4.807  -0.070
165 H 21.295 16.502 -3.768  0.505
166 H 18.056 16.300 -2.421  -0.029
167 H 18.865 17.011 -3.852  0.073
168 H 19.536 17.202 -2.323  0.512
169 H 21.614 12.903 -4.219  0.016
170 H 20.378 13.404 -3.287  0.338
171 C 12.641 17.504 -7.402  -1.539
172 C 14.030 17.827 -7.971  1.568
173 C 14.508 16.928 -9.093  -1.094
174 O 15.916 17.277 -9.218  0.115
175 C 16.574 16.319 -10.107  -1.333
176 N 14.069 19.263 -8.306  -0.700
177 H 12.634 16.552 -6.870  0.285
178 H 11.954 17.434 -8.245  0.419
179 H 12.293 18.286 -6.727  0.357
180 H 14.678 17.683 -7.106  -0.580
181 H 13.783 17.010 -9.904  0.449
182 H 14.542 15.955 -8.603  0.435
183 H 17.515 16.676 -10.526  0.314
184 H 15.928 16.048 -10.942  0.535
185 H 16.741 15.344 -9.649  0.336
186 H 13.650 19.244 -9.225  0.347
187 H 15.048 19.494 -8.391  -0.038
188 C 23.101 8.073 -4.332  -1.727
189 C 22.387 9.365 -4.398  0.465
190 C 22.844 10.227 -5.596  -0.993
191 O 22.113 11.415 -5.780  0.357
192 C 22.459 12.101 -6.941  -0.810
193 N 20.956 9.133 -4.479  -0.633
194 H 23.198 7.600 -5.309  0.362
195 H 22.681 7.407 -3.578  0.423
196 H 24.141 8.247 -4.059  0.415
197 H 22.602 9.944 -3.500  0.350
198 H 22.556 9.547 -6.398  0.342
199 H 23.929 10.331 -5.628  0.443
200 H 23.467 12.447 -7.172  0.399
201 H 21.829 12.989 -6.882  -0.281
202 H 22.050 11.591 -7.813  0.525
203 H 20.500 9.940 -4.881  0.115
204 H 20.911 8.500 -5.264  0.360
205 C 24.264 15.142 -13.408  -1.713
206 C 22.990 14.912 -12.495  1.442
207 C 22.516 16.218 -11.871  -0.432
208 O 23.601 16.810 -11.093  -0.108
209 C 23.684 18.183 -11.077  -0.997
210 N 22.008 14.176 -13.292  -0.542
211 H 25.171 15.429 -12.875  0.265
212 H 24.027 15.841 -14.210  0.426
213 H 24.494 14.251 -13.992  0.512
214 H 23.366 14.241 -11.722  -0.285
215 H 21.552 16.126 -11.370  -0.290
216 H 22.366 16.925 -12.687  0.483
217 H 23.684 18.597 -12.085  0.497
218 H 24.509 18.499 -10.440  0.138
219 H 22.764 18.628 -10.696  0.361
220 H 22.333 13.230 -13.437  0.363
221 H 21.303 13.986 -12.594  -0.004

Which structure is the least stable? The one labeled Q.